(1)
18
Properties=species:S:1:pos:R:3:forces:R:3:mulliken_charge:R:1 method="wB97M-V/def2-TZVPD" orbital_gap_ha=0.381 e_homo_ev=-9.44 de_lowest_ev=1.8087 lumo_energy_ev=0.92
C -0.07453 1.90371 -1.68989 -0.030 -0.002 0.006 -1.28
C 0.34185 0.64989 -0.95556 -0.086 -0.186 0.137 0.28
N -0.40441 -0.27676 -0.51404 0.204 0.337 -0.221 -0.25
C -1.83921 -0.21216 -0.70825 -0.165 0.019 -0.027 -0.97
H -0.82312 2.46514 -1.11827 0.116 -0.086 -0.109 0.33
H 0.79124 2.55052 -1.85364 -0.151 -0.115 0.012 0.31
H -0.51377 1.66101 -2.66496 0.067 0.054 0.138 0.34
H 1.41198 0.51986 -0.76320 -0.144 0.019 -0.041 0.34
H -2.31462 -0.02897 0.26295 0.022 -0.040 -0.130 0.28
H -2.18797 0.55530 -1.41266 0.086 -0.113 0.108 0.30
H -2.18608 -1.18969 -1.05891 0.027 0.148 0.067 0.32
C 0.88979 -0.90419 2.27192 0.086 0.082 0.005 -0.82
C 1.43132 -1.61634 1.05983 0.185 0.048 -0.100 0.25
O 2.43242 -1.28169 0.46603 -0.425 -0.135 0.300 -0.51
H 1.06547 -1.52584 3.16029 -0.024 0.074 -0.153 0.35
H 1.40396 0.05272 2.39436 -0.106 -0.124 0.022 0.25
H -0.19017 -0.75042 2.17203 0.225 -0.066 0.008 0.19
H 0.86988 -2.52327 0.75857 0.112 0.088 -0.021 0.28


(2)
13
Properties=species:S:1:pos:R:3:forces:R:3:mulliken_charge:R:1 method="wB97M-V/def2-TZVPD" orbital_gap_ha=0.267 e_homo_ev=-8.89 de_lowest_ev=6.1818 lumo_energy_ev=-1.63
O 0.13575 2.37623 0.28684 0.025 0.121 -0.149 -0.51
C 1.11348 1.41277 0.56083 0.125 -0.173 0.087 -0.44
C -0.84636 -0.60570 0.28476 -0.171 -0.258 0.007 -0.71
C 1.06301 0.31754 -0.48513 -0.034 0.065 -0.180 0.12
O 0.49495 0.51253 -1.55813 0.127 -0.160 0.365 -0.57
C -1.34895 -1.83767 -0.01590 -0.091 -0.176 -0.035 0.02
C -1.74634 -2.99460 -0.09140 0.122 0.355 0.011 0.10
H -0.01394 2.31192 -0.67211 -0.076 0.071 0.127 0.35
H 2.13122 1.84239 0.56228 -0.120 -0.055 -0.084 0.28
H 0.92959 0.96897 1.54284 0.091 0.099 -0.106 0.31
H -1.49804 0.24717 0.07016 0.016 -0.143 -0.039 0.23
H 1.71322 -0.56048 -0.33372 -0.095 0.086 0.028 0.43
H -2.12759 -3.99107 -0.15133 0.080 0.169 -0.032 0.39


(3)
8
Properties=species:S:1:pos:R:3:forces:R:3:mulliken_charge:R:1 method="wB97M-V/def2-TZVPD" orbital_gap_ha=0.277 e_homo_ev=-4.89 de_lowest_ev=0.6805 lumo_energy_ev=2.64 total_charge=-1
C -0.96130 1.05419 -0.23329 3.306 0.880 -0.905 -0.08
C -2.08307 0.82721 0.07598 -1.644 -0.343 0.800 -0.15
C 1.63609 -0.95802 0.36150 -1.048 -2.761 0.810 0.64
O 2.03108 -0.00981 0.93163 0.558 1.504 0.219 -0.47
O 1.17449 -2.06664 0.50222 0.453 1.093 -0.563 -0.54
Br 1.80444 -0.58540 -1.90209 0.086 0.180 -0.470 -0.59
Br -3.71977 0.45846 0.77917 0.390 0.085 -0.318 -0.08
H 0.11803 1.28001 -0.51512 -2.102 -0.637 0.428 0.27


(4)
90
Properties=species:S:1:pos:R:3:forces:R:3:mulliken_charge:R:1 method="wB97M-V/def2-TZVPD" orbital_gap_ha="0.300 / 0.194" e_homo_ev="-7.80 / -7.80" s_squared=0.75 de_lowest_ev=0.5486 lumo_energy_ev="0.36 / -2.53" multiplicity=2
Cu 1.90845 -1.05432 4.19151 -0.210 -0.174 -0.219 -0.28
C -2.94466 0.15400 4.68796 0.350 -0.519 -0.023 -0.59
C -2.87870 0.06428 3.35390 0.124 -0.307 0.485 -0.22
C -3.10390 1.10988 2.31190 0.692 0.276 -0.768 -0.91
C -1.81347 1.79846 1.79664 -0.942 0.481 -0.050 0.11
C -1.07735 2.72229 2.73777 0.596 -0.506 0.529 -0.69
C -1.24460 2.86548 4.06782 0.804 0.639 -0.699 -0.31
C -2.50435 2.70047 4.84283 -0.445 -0.728 0.903 -0.83
C -2.67681 1.33502 5.56823 -1.203 0.745 -0.041 -0.09
C 3.06829 -0.69936 2.77093 0.581 0.403 -0.514 -0.38
H -3.16971 -0.76385 5.24786 0.860 0.067 -0.202 0.36
H -2.62429 -0.90357 2.90900 -0.807 -0.139 0.317 0.24
H -3.86189 1.84399 2.61216 0.196 -0.299 -0.209 0.43
H -3.48194 0.51996 1.45151 -0.143 0.626 0.299 0.43
H -1.13177 0.97767 1.51854 0.091 0.413 0.024 -0.06
H -2.04896 2.34880 0.87011 0.088 -0.256 0.130 0.36
H -0.21002 3.18666 2.24242 0.006 -0.473 0.554 0.36
H -0.40126 3.23766 4.68614 -0.522 0.210 -0.722 0.33
H -3.38606 2.90878 4.21625 0.365 -0.101 0.368 0.32
H -2.50206 3.45053 5.65781 -0.003 -0.153 -0.523 0.42
H -1.81109 1.10373 6.22243 -0.289 0.082 -0.441 0.04
H -3.54429 1.46561 6.23959 0.300 -0.104 0.057 0.34
H 4.01056 -0.33004 3.19654 -0.195 -0.214 -0.145 0.23
H 2.63368 0.07265 2.11632 0.035 -0.375 0.159 0.19
H 3.18987 -1.67919 2.27893 -0.033 0.303 0.067 0.20
P 0.07699 -2.12308 -4.16842 -0.021 -0.643 -0.337 0.10
P 1.94745 0.33706 -4.50728 0.790 0.461 -0.957 -0.01
C -0.60926 -0.58016 -4.83753 0.541 1.249 -0.150 -0.77
C 0.22988 0.46524 -5.05459 -1.143 -0.997 -0.003 -0.55
C -0.62798 -3.30043 -5.42728 -0.019 -0.177 -0.072 0.37
C -1.77480 -3.03343 -6.18916 -0.047 -0.345 -0.076 0.15
C -2.27206 -3.97511 -7.09729 0.169 -0.005 0.062 -0.60
C -1.61965 -5.19798 -7.27831 0.168 0.317 0.283 -0.48
C -0.44069 -5.44800 -6.56503 -0.125 -0.008 -0.123 -0.50
C 0.06249 -4.50747 -5.66459 -0.398 0.280 0.082 -0.50
C -0.98774 -2.30636 -2.68899 -0.292 -0.002 -0.034 0.62
C -0.70494 -1.44152 -1.61072 -0.315 -0.427 -0.098 -0.72
C -1.46231 -1.52774 -0.44273 -0.043 -0.167 -0.244 -0.14
C -2.51810 -2.44606 -0.36564 0.098 -0.041 -0.150 -0.55
C -2.79967 -3.29953 -1.43834 0.202 0.116 0.048 -0.63
C -2.02269 -3.24588 -2.60088 0.021 0.285 0.407 -0.42
C 2.64214 0.98858 -6.13739 0.005 0.028 -0.001 0.28
C 2.50993 0.18431 -7.28680 0.131 0.324 0.080 -0.33
C 2.93791 0.65131 -8.53423 -0.027 -0.004 0.143 -0.58
C 3.50232 1.92435 -8.66895 -0.143 -0.101 0.348 -0.46
C 3.63806 2.71953 -7.52995 -0.032 -0.178 0.017 -0.57
C 3.22385 2.25285 -6.27542 -0.021 -0.012 -0.215 -0.28
C 2.06348 1.83903 -3.47234 0.140 -0.005 0.282 0.38
C 3.23700 1.95438 -2.69806 -0.459 0.321 -0.181 -0.44
C 3.44830 3.10109 -1.93463 -0.174 0.048 -0.077 -0.60
C 2.48200 4.11812 -1.91896 0.166 -0.166 -0.147 -0.48
C 1.30233 3.98204 -2.65390 0.036 -0.165 0.041 -0.72
C 1.07706 2.83184 -3.41495 0.473 0.164 0.227 0.05
H -1.68385 -0.53411 -5.05695 0.458 0.207 -0.080 0.57
H -0.06113 1.37997 -5.59177 -0.202 -0.412 0.326 0.82
H -2.29988 -2.08445 -6.08887 0.077 -0.337 0.020 0.13
H -3.17437 -3.74446 -7.66587 0.244 -0.080 0.148 0.38
H -2.01882 -5.93767 -7.97559 0.169 0.232 0.225 0.36
H 0.08975 -6.38790 -6.72158 -0.096 0.252 0.060 0.37
H 0.99488 -4.69966 -5.13078 -0.262 0.001 -0.101 0.37
H 0.10470 -0.71017 -1.70037 -0.224 -0.250 0.066 0.37
H -1.22188 -0.88875 0.40985 -0.160 -0.168 -0.275 0.22
H -3.11886 -2.49608 0.54142 0.112 -0.022 -0.183 0.38
H -3.62028 -4.01713 -1.37616 0.233 0.234 0.057 0.37
H -2.22583 -3.92323 -3.43517 0.055 0.268 0.290 0.31
H 2.05154 -0.80390 -7.20323 0.133 0.231 -0.054 0.40
H 2.82254 0.02011 -9.41482 0.009 0.100 0.215 0.36
H 3.81958 2.29323 -9.64897 -0.114 -0.157 0.388 0.36
H 4.05896 3.71897 -7.61637 -0.035 -0.171 0.043 0.37
H 3.33566 2.89480 -5.40074 -0.017 -0.128 -0.250 0.27
H 3.97430 1.14475 -2.71220 -0.241 0.318 -0.023 0.36
H 4.37317 3.19984 -1.36353 -0.313 0.043 -0.098 0.41
H 2.66259 5.02343 -1.34090 -0.069 -0.211 -0.102 0.40
H 0.54946 4.77216 -2.65066 0.235 -0.197 0.103 0.40
H 0.14076 2.72181 -3.96118 0.310 0.081 0.117 0.35
C 1.65106 -1.03489 10.14896 0.225 0.055 -0.306 -1.13
Si 0.44752 -0.30945 8.87588 0.108 -0.495 0.828 0.21
C -1.12340 -1.11085 9.51509 -0.222 -0.044 -0.281 -0.96
C 0.25477 1.48804 9.34500 0.109 0.032 -0.099 -0.98
C 0.93954 -0.62920 7.12102 0.735 -0.567 -2.539 0.69
C 1.30621 -0.88053 5.94338 -1.240 0.805 3.729 -0.51
H 1.24040 -0.81420 11.14511 0.135 0.017 -0.244 0.31
H 2.65402 -0.61615 10.08764 0.109 0.052 0.038 0.32
H 1.74833 -2.12087 10.07155 -0.066 0.041 -0.084 0.31
H -0.96548 -1.09100 10.60415 -0.271 -0.050 -0.257 0.23
H -2.02643 -0.53891 9.28163 0.039 -0.137 0.001 0.34
H -1.26593 -2.15063 9.20583 0.019 0.129 0.049 0.32
H 1.02487 2.12140 8.90939 0.047 0.118 0.051 0.31
H -0.72552 1.88676 9.07690 0.051 0.011 -0.026 0.35
H 0.35213 1.50635 10.44015 -0.054 0.148 -0.242 0.26


(5)
26
Properties=species:S:1:pos:R:3:forces:R:3:mulliken_charge:R:1 method="wB97M-V/def2-TZVPD" orbital_gap_ha=0.340 e_homo_ev=-8.31 de_lowest_ev=1.6402 lumo_energy_ev=0.95
H 1.19480 -2.15787 -0.02867 0.131 0.357 -0.039 0.23
N 0.29490 -1.72611 0.14664 -0.589 -0.750 0.283 -0.73
C 0.29016 -0.46851 0.13122 4.199 1.641 -0.849 0.50
C 1.70877 0.40731 -0.16901 -1.624 -1.448 0.530 0.37
C 2.31776 -0.11300 -1.46398 -0.074 0.111 0.063 -1.56
C 2.65137 0.24344 1.01365 -0.015 0.112 -0.091 -1.26
N -0.76950 0.34691 0.21620 -5.024 -1.156 -0.115 0.17
C -0.70317 1.61422 0.91123 0.223 0.468 -0.063 -1.16
C -2.20272 -0.22037 -0.03496 1.970 1.139 0.463 1.11
C -3.28548 0.51081 0.21674 0.135 0.312 0.046 -1.13
C -2.33484 -1.56993 -0.65995 0.144 -0.199 -0.138 -1.39
H 1.46131 1.45902 -0.31299 -0.162 -0.065 0.095 0.30
H 3.20981 0.46176 -1.72040 0.038 -0.013 0.021 0.44
H 1.61075 -0.01858 -2.28711 -0.009 -0.051 -0.070 0.35
H 2.61003 -1.15881 -1.37459 0.019 -0.061 -0.023 0.31
H 2.85986 -0.81124 1.19368 0.021 -0.051 0.012 0.27
H 2.22280 0.65916 1.92489 0.008 0.001 0.081 0.30
H 3.60069 0.74955 0.82739 0.026 -0.014 -0.004 0.41
H -0.60101 2.44998 0.21296 0.137 0.011 0.048 0.32
H -1.59219 1.83239 1.50052 -0.027 -0.421 -0.061 0.41
H 0.11727 1.61492 1.62557 0.146 0.064 -0.141 0.28
H -4.26123 0.17380 -0.09934 0.049 -0.315 0.071 0.25
H -3.29297 1.47778 0.68856 0.173 0.154 -0.032 0.24
H -1.70873 -1.65023 -1.54675 0.046 -0.114 0.000 0.29
H -3.37080 -1.75643 -0.94377 -0.017 0.251 0.010 0.39
H -2.02768 -2.34994 0.03227 0.077 0.036 -0.099 0.27


(6)
13
Properties=species:S:1:pos:R:3:forces:R:3:mulliken_charge:R:1 method="wB97M-V/def2-TZVPD" orbital_gap_ha="0.306 / 0.306" e_homo_ev="-12.81 / -12.80" smiles="S[C@H]1NC=C[NH2+]1" de_lowest_ev=4.6795 lumo_energy_ev="-4.49 / -4.49" total_charge=+1
S 2.24039 0.04070 -0.41882 -1.681 -0.901 0.655 -0.08
C 0.70821 -0.00231 0.75477 0.897 0.178 0.553 -0.35
N -0.08174 1.20064 0.53488 0.558 4.215 -1.005 -0.14
C -0.94543 1.10590 -0.46690 -2.770 -6.359 0.515 0.02
C -1.26220 -0.59567 -0.52553 -0.493 6.487 -2.707 -0.63
N -0.29759 -1.10163 0.38706 2.527 -1.159 1.730 -0.13
H 1.50331 -0.42947 -1.49767 0.455 0.545 0.760 0.19
H 0.95968 -0.17595 1.85529 0.130 0.591 -1.678 0.37
H 0.33297 2.21556 0.59022 -0.432 -2.826 0.617 0.33
H -1.63086 1.89559 -0.97105 1.781 -1.226 1.086 0.36
H -1.13538 -0.80478 -1.60212 -0.192 -0.759 0.685 0.28
H -0.72736 -1.46475 1.28708 0.256 0.625 -1.140 0.40
H 0.33600 -1.88383 0.07279 -1.037 0.591 -0.072 0.38